1.
Below is a gas-phase ion, C2H3O5P (charge -2), with properties calculated with ωB97M-V/def2-TZVPD.

The HOMO-LUMO gap is 7.64 eV. For the maximum force, the calculation gives 3.60 eV/A. For the LUMO energy, the calculation gives 0.259 Ha. Its charge is -2. The energy relative to the best compared isomer or geometry (same formula, charge and spin) comes out at 13.7 kcal/mol.

CARTESIAN COORDINATES (ANGSTROEM)
C  -0.14  -0.27  -0.05
P  1.51  -1.27  0.10
O  1.19  -2.54  -0.57
O  1.91  -1.25  1.56
O  2.49  -0.44  -0.86
C  3.26  0.89  -0.17
O  2.48  1.82  -0.05
O  4.43  0.77  -0.09
H  0.12  0.71  0.14
H  -0.85  -0.24  -0.86
H  -0.49  -0.92  0.71

natural (NBO) atomic charge list, values in e, 5 entries: number 1, C, carries -1.06; number 2, P, carries 2.39; number 3, O, carries -1.24; number 4, O, carries -1.21; number 5, O, carries -1.00

---

2.
Below is C2H3OP in the gas phase, with properties calculated with ωB97M-V/def2-TZVPD.

The HOMO-LUMO gap (spin up / spin down) is 7.44 / 7.44 eV. For the maximum force, the calculation gives 4.19 eV/A. For the LUMO energy (spin up / spin down), the calculation gives -0.066 / -0.066 Ha. Its charge is 0. The energy relative to the best compared isomer or geometry (same formula, charge and spin) comes out at 68.9 kcal/mol.

CARTESIAN COORDINATES (ANGSTROEM)
C  0.67  0.57  -0.51
C  0.23  -0.62  0.19
P  -1.19  -0.90  1.05
O  -2.10  -1.94  1.75
H  -0.10  1.36  -0.80
H  1.11  0.31  -1.56
H  1.38  1.22  -0.11

natural (NBO) atomic charge list, values in e, 5 entries: number 1, C, carries -0.74; number 2, C, carries -0.48; number 3, P, carries 1.43; number 4, O, carries -0.95; number 5, H, carries 0.26

---

3.
Below is C2H3OPS2 in the gas phase, with properties calculated with ωB97M-V/def2-TZVPD.

The HOMO-LUMO gap (spin up / spin down) is 5.32 / 6.30 eV. The expectation value of S² is 2.010. For the maximum force, the calculation gives 3.32 eV/A. For the LUMO energy (spin up / spin down), the calculation gives 0.013 / -0.115 Ha. Its charge is 0. The energy relative to the best compared isomer or geometry (same formula, charge and spin) comes out at 5.8 kcal/mol. The spin multiplicity is 3.

CARTESIAN COORDINATES (ANGSTROEM)
C  -1.93  1.17  -0.41
C  -0.80  0.89  -0.12
O  0.60  -0.40  1.77
P  0.62  -0.10  0.19
S  2.41  0.70  -0.56
S  0.00  -1.95  -0.68
H  -2.96  1.63  -0.51
H  1.48  -0.28  2.21
H  0.58  -1.66  -1.89

natural (NBO) atomic charge list, values in e, 5 entries: number 1, C, carries -0.13; number 2, C, carries -0.49; number 3, O, carries -0.97; number 4, P, carries 1.18; number 5, S, carries -0.15

---

4.
Below is 2 unconnected molecules or ions with the total composition C2H3P, with properties calculated with ωB97M-V/def2-TZVPD.

The HOMO-LUMO gap is 9.44 eV. For the maximum force, the calculation gives 4.98 eV/A. For the LUMO energy, the calculation gives 0.010 Ha. Its charge is 0. The energy relative to the best compared isomer or geometry (same formula, charge and spin) comes out at 52.3 kcal/mol.

CARTESIAN COORDINATES (ANGSTROEM)
C  -0.08  -0.63  -0.79
C  0.27  -0.45  0.63
P  0.41  -2.12  -0.33
H  -0.78  -0.13  -2.13
H  1.18  0.13  0.64
H  -0.37  -0.11  1.33

natural (NBO) atomic charge list, values in e, 5 entries: number 1, C, carries -0.54; number 2, C, carries -0.64; number 3, P, carries 0.56; number 4, H, carries 0.22; number 5, H, carries 0.19

---

5.
Below is C2H3P3 in the gas phase, with properties calculated with ωB97M-V/def2-TZVPD.

The HOMO-LUMO gap (spin up / spin down) is 7.48 / 6.55 eV. For the maximum force, the calculation gives 3.14 eV/A. For the LUMO energy (spin up / spin down), the calculation gives -0.028 / -0.050 Ha. Its charge is 0. The energy relative to the best compared isomer or geometry (same formula, charge and spin) comes out at 123.6 kcal/mol.

CARTESIAN COORDINATES (ANGSTROEM)
C  0.04  -1.96  0.78
P  -0.73  -1.26  -0.43
P  -1.29  0.80  0.39
P  0.12  2.03  -0.74
C  1.42  1.31  -0.20
H  0.38  -2.97  0.86
H  -2.36  1.19  -0.65
H  2.44  0.86  -0.02

natural (NBO) atomic charge list, values in e, 5 entries: number 1, C, carries -0.60; number 2, P, carries 0.42; number 3, P, carries -0.03; number 4, P, carries 0.45; number 5, C, carries -0.67

---

6.
Below is a molecular structure, C2H3P3, with properties calculated with ωB97M-V/def2-TZVPD.

The HOMO-LUMO gap (spin up / spin down) is 6.69 / 6.20 eV. The expectation value of S² is 2.028. For the maximum force, the calculation gives 3.50 eV/A. For the LUMO energy (spin up / spin down), the calculation gives -0.005 / -0.103 Ha. Its charge is 0. The energy relative to the best compared isomer or geometry (same formula, charge and spin) comes out at 20.9 kcal/mol. The spin multiplicity is 3.

CARTESIAN COORDINATES (ANGSTROEM)
C  0.83  -0.56  -0.10
C  0.34  0.73  0.31
P  -0.03  -1.83  -0.81
P  -1.90  0.93  -0.21
P  -2.12  -1.06  -0.53
H  1.89  -0.62  0.05
H  0.31  0.66  1.37
H  0.68  1.75  -0.09

natural (NBO) atomic charge list, values in e, 5 entries: number 1, C, carries -0.62; number 2, C, carries -0.54; number 3, P, carries 0.45; number 4, P, carries 0.13; number 5, P, carries -0.13

---

7.
Below is a molecular structure, C2H3Pr, with properties calculated with ωB97M-V/def2-TZVPD.

The HOMO-LUMO gap (spin up / spin down) is 8.05 / 9.77 eV. The expectation value of S² is 2.150. For the maximum force, the calculation gives 1.24 eV/A. For the LUMO energy (spin up / spin down), the calculation gives -0.446 / -0.388 Ha. Its charge is +2. The spin multiplicity is 3.

CARTESIAN COORDINATES (ANGSTROEM)
C  0.34  0.84  -0.34
H  0.22  0.95  -1.41
C  0.18  0.90  0.86
H  -0.18  1.15  1.86
H  0.29  -2.07  -1.29
Pr  -0.85  -1.77  0.33

Löwdin atomic charge list, values in e, 5 entries: number 1, C, carries 0.04; number 2, H, carries 0.10; number 3, C, carries 0.02; number 4, H, carries 0.10; number 5, H, carries -0.08

---

8.
Below is C2H4 in the gas phase, with properties calculated with ωB97M-V/def2-TZVPD.

The HOMO-LUMO gap is 11.66 eV. For the maximum force, the calculation gives 5.80 eV/A. For the LUMO energy, the calculation gives 0.052 Ha. Its charge is 0. The energy relative to the best compared isomer or geometry (same formula, charge and spin) comes out at 14.9 kcal/mol.

CARTESIAN COORDINATES (ANGSTROEM)
C  0.12  -0.03  -0.61
C  -0.26  0.06  0.66
H  0.88  -0.74  -0.86
H  0.10  0.80  -1.25
H  -0.02  -0.95  1.14
H  -0.82  0.85  0.92

natural (NBO) atomic charge list, values in e, 5 entries: number 1, C, carries -0.38; number 2, C, carries -0.38; number 3, H, carries 0.18; number 4, H, carries 0.18; number 5, H, carries 0.21

---

9.
Below is a molecular structure, C2H40O20Sr, with properties calculated with ωB97M-V/def2-TZVPD.

The HOMO-LUMO gap is 7.45 eV. For the maximum force, the calculation gives 2.55 eV/A. For the LUMO energy, the calculation gives -0.069 Ha. Its charge is 0. The energy relative to the best compared isomer or geometry (same formula, charge and spin) comes out at 0.0 kcal/mol.

CARTESIAN COORDINATES (ANGSTROEM)
Sr  -3.53  0.66  1.00
O  -1.36  -0.45  1.52
C  -0.85  -0.56  0.22
C  0.35  0.35  0.03
O  0.98  0.10  -1.21
H  -1.61  -0.17  -0.43
H  -0.58  -1.65  0.04
H  1.15  0.21  0.77
H  0.14  1.44  0.00
O  1.97  -2.39  -0.60
H  2.52  -2.72  -1.28
H  1.78  -1.46  -0.80
O  -2.32  -3.26  1.08
H  -1.62  -3.73  0.61
H  -1.93  -2.41  1.04
O  -2.12  2.83  0.86
H  -2.51  3.69  1.15
H  -1.20  2.90  1.10
O  -0.06  -4.10  -0.11
H  0.71  -3.60  -0.32
H  0.08  -4.82  -0.69
O  -0.51  0.32  -3.24
H  0.07  0.82  -3.80
H  -0.12  0.31  -2.33
O  0.07  0.85  3.34
H  0.98  0.75  3.05
H  -0.44  0.64  2.57
O  3.38  0.41  0.11
H  2.48  0.34  -0.23
H  3.65  -0.52  0.36
O  2.98  -0.23  2.70
H  2.27  -0.87  2.60
H  3.08  0.23  1.87
O  -0.34  -2.30  -2.44
H  -0.57  -2.23  -1.51
H  -0.05  -1.44  -2.76
O  0.42  3.20  1.92
H  0.23  2.35  2.28
H  1.08  3.11  1.24
O  2.63  -0.47  -3.21
H  2.72  0.39  -3.63
H  2.06  -0.25  -2.45
O  -2.07  -1.74  4.14
H  -1.24  -2.09  4.53
H  -1.69  -1.34  3.34
O  1.29  2.56  -2.02
H  1.06  1.72  -1.60
H  1.80  3.02  -1.40
O  -3.91  -1.32  -0.67
H  -3.46  -1.34  -1.48
H  -4.81  -1.57  -0.92
O  0.64  -1.91  2.51
H  0.29  -2.80  2.58
H  0.03  -1.45  1.97
O  -3.49  1.51  -1.41
H  -2.61  1.92  -1.50
H  -3.58  0.83  -2.09
O  -1.38  3.00  -2.35
H  -1.26  2.43  -3.14
H  -0.59  3.07  -1.80
O  2.64  3.07  0.20
H  3.14  3.85  0.46
H  3.14  2.25  0.23

Löwdin atomic charge list, values in e, 5 entries: number 1, Sr, carries 1.72; number 2, O, carries -0.49; number 3, C, carries -0.34; number 4, C, carries -0.27; number 5, O, carries -0.39

---

10.
Below is 18 unconnected molecules or ions with the total composition C2H43N2O17, with properties calculated with ωB97M-V/def2-TZVPD.

The HOMO-LUMO gap is 9.42 eV. For the maximum force, the calculation gives 7.22 eV/A. For the LUMO energy, the calculation gives -0.090 Ha. Its charge is +1. The energy relative to the best compared isomer or geometry (same formula, charge and spin) comes out at 16.7 kcal/mol.

CARTESIAN COORDINATES (ANGSTROEM)
N  -0.74  -0.64  0.26
C  -0.90  0.93  0.06
C  -2.05  1.51  0.80
N  -2.05  2.92  0.65
H  -1.14  -0.80  1.10
H  -1.07  -1.23  -0.56
H  0.29  -0.90  0.18
H  0.10  1.32  0.33
H  -0.99  1.30  -1.03
H  -3.05  1.12  0.44
H  -2.08  1.24  1.95
H  -1.85  3.24  -0.34
H  -2.98  3.23  0.91
H  -4.68  -2.60  0.10
H  -3.70  -1.86  0.68
O  -4.01  -1.98  -0.18
H  1.45  -2.55  -1.29
H  2.94  -1.88  -1.18
O  1.91  -1.72  -1.01
H  3.01  2.09  2.35
H  2.80  0.61  2.38
O  2.34  1.39  2.13
H  0.76  2.73  2.49
H  -0.73  2.87  2.72
O  0.02  2.32  2.97
H  -0.19  -2.94  1.12
H  -0.84  -4.13  0.63
O  -1.01  -3.27  0.82
H  -2.05  3.08  -3.44
H  -1.48  1.76  -2.75
O  -1.72  2.71  -2.68
H  1.49  -0.15  -2.13
H  1.48  1.35  -2.07
O  1.04  0.57  -2.52
H  2.48  1.61  0.51
H  1.93  2.83  -0.48
O  2.44  2.03  -0.48
H  0.23  -3.83  -2.41
H  -0.53  -3.09  -1.33
O  0.26  -3.74  -1.50
H  -1.05  0.36  -4.42
H  -0.54  0.10  -2.91
O  -1.35  0.14  -3.51
H  -2.01  -2.40  2.03
H  -2.35  -1.23  2.85
O  -2.77  -1.89  2.21
H  1.79  -1.54  2.09
H  1.89  -2.94  1.61
O  1.23  -2.37  1.96
H  4.45  -1.17  1.99
H  4.04  -0.78  0.53
O  3.79  -0.76  1.50
H  -1.82  -1.43  -2.71
H  -2.84  -2.37  -2.04
O  -1.88  -2.08  -2.09
H  -0.10  -0.59  3.68
H  -0.05  0.71  2.76
O  -0.29  -0.17  2.70
H  0.20  4.43  -0.43
H  -0.55  3.63  -1.43
O  0.17  3.57  -0.77
H  3.86  1.05  -1.03
H  4.88  0.23  -1.67
O  4.17  0.07  -1.05

natural (NBO) atomic charge list, values in e, 5 entries: number 1, N, carries -0.75; number 2, C, carries -0.23; number 3, C, carries -0.26; number 4, N, carries -0.86; number 5, H, carries 0.45

---

Which formula does entry 2 have? C2H3OP